(1)
{"formula": "C28H43BrCdN2P2", "method": "ωB97M-V/def2-TZVPD", "homo_energy_ev": -12.6706, "gap_ev": 5.154, "spin_multiplicity": 1, "charge": 2, "elements": ["C", "C", "C", "C", "N", "C", "C", "C", "C", "C", "C", "C", "C", "C", "Cd", "P", "H", "H", "H", "H", "H", "H", "H", "H", "C", "C", "H", "H", "H", "H", "H", "C", "C", "H", "H", "H", "H", "H", "C", "C", "H", "H", "H", "H", "H", "Br", "P", "C", "C", "H", "H", "H", "H", "H", "C", "C", "H", "H", "H", "H", "H", "C", "C", "H", "H", "H", "H", "H", "C", "C", "C", "N", "H", "H", "H", "H", "H"], "coordinates": [[-0.5787, 5.3644, -2.8683], [-0.8399, 4.0073, -3.1386], [-0.8859, 3.6023, -4.4870], [-0.7684, 4.5824, -5.4826], [-0.5300, 5.8631, -5.2108], [-0.4297, 6.2578, -3.9401], [-1.0473, 3.0604, -2.0779], [-1.2486, 2.7181, -0.8675], [-1.7497, 2.4085, 0.4309], [-0.8989, 1.7480, 1.3509], [-1.4228, 1.0866, 2.4469], [-2.8109, 1.0314, 2.6395], [-3.6498, 1.8364, 1.8476], [-3.1320, 2.4882, 0.7325], [-0.8130, 0.9579, -1.9896], [2.4007, -0.8353, 1.0835], [-1.0079, 2.5587, -4.7717], [-0.4805, 5.7088, -1.8358], [-0.8507, 4.2952, -6.5307], [-0.2241, 7.3158, -3.7377], [-3.7857, 2.9919, 0.0148], [0.1678, 1.6931, 1.1378], [-4.7161, 1.9053, 2.0663], [-0.7690, 0.5554, 3.1326], [2.2317, -2.4520, 1.9681], [3.1887, -3.5913, 1.6532], [1.1975, -2.7719, 1.7686], [2.2632, -2.1864, 3.0311], [2.9477, -4.4438, 2.3011], [3.1041, -3.9291, 0.6143], [4.2337, -3.3264, 1.8395], [3.0191, -1.4080, -0.5620], [3.2733, -0.2303, -1.4987], [2.2631, -2.0823, -0.9958], [3.9417, -1.9803, -0.4038], [3.5932, -0.5935, -2.4835], [2.3810, 0.3950, -1.6417], [4.0633, 0.4257, -1.1164], [3.9794, -0.1422, 1.7641], [5.2593, -0.9560, 1.7133], [3.7062, 0.1027, 2.8000], [4.1136, 0.8130, 1.2379], [6.0944, -0.2955, 1.9780], [5.2529, -1.7735, 2.4418], [5.4765, -1.3642, 0.7194], [-3.5237, -0.1417, 3.8358], [-1.7782, -1.1138, -2.2691], [-0.4101, -2.2108, -1.6776], [-0.6133, -3.6960, -1.4098], [-0.0811, -1.7589, -0.7167], [0.4654, -2.0804, -2.3398], [0.1753, -3.9935, -0.7065], [-1.5576, -3.9383, -0.9350], [-0.5155, -4.3182, -2.3046], [-3.0612, -1.1293, -0.9419], [-3.4889, -2.4016, -0.2378], [-3.9494, -0.6653, -1.4008], [-2.7088, -0.4368, -0.1619], [-3.9261, -2.1095, 0.7237], [-4.2485, -2.9567, -0.7981], [-2.6645, -3.0722, -0.0048], [-2.7532, -1.3177, -3.8313], [-3.1501, -2.6864, -4.3774], [-2.1397, -0.8137, -4.5924], [-3.6861, -0.7343, -3.6993], [-3.1150, -2.6394, -5.4787], [-2.4921, -3.4841, -4.0315], [-4.1725, -2.9438, -4.0767], [1.0614, 1.0985, 7.0644], [0.4561, 1.2089, 5.6504], [1.2134, 0.5471, 4.5888], [1.7181, 0.0630, 3.6575], [1.0681, 0.0682, 7.4406], [0.4713, 1.6945, 7.7696], [2.0908, 1.4742, 7.1017], [-0.5686, 0.7925, 5.6806], [0.3719, 2.2839, 5.4050]], "forces_ev_per_a": [[0.0, -0.1, 0.2], [0.5, 0.4, -1.4], [-0.1, 0.5, 0.1], [0.2, -0.4, 0.5], [-0.1, 0.2, 0.1], [-0.1, -0.6, 0.4], [-0.6, 0.9, 3.2], [-0.1, 3.2, -1.3], [0.0, -1.1, 0.3], [0.1, 0.0, -0.2], [-0.1, -0.1, 0.1], [0.7, 1.2, -1.2], [0.0, 0.2, -0.4], [-0.1, -0.2, -0.3], [0.8, -1.1, -0.8], [0.3, -0.2, -0.5], [-0.1, 0.2, 0.1], [-0.1, -0.1, -0.4], [0.1, 0.2, 0.2], [-0.1, -0.5, -0.2], [0.1, -0.1, 0.4], [-0.1, 0.0, 0.2], [0.3, -0.1, -0.1], [0.0, 0.0, -0.3], [-0.4, 0.2, 0.1], [0.1, -0.3, 0.1], [0.1, -0.1, 0.1], [0.0, -0.2, -0.2], [0.1, 0.1, -0.2], [0.0, 0.0, 0.2], [-0.3, -0.1, -0.1], [-0.1, 0.0, 0.1], [0.3, -0.3, -0.3], [0.3, 0.0, 0.1], [-0.3, 0.0, -0.3], [0.0, 0.2, 0.1], [-0.1, 0.0, 0.1], [-0.2, -0.1, -0.1], [-0.6, 0.4, 0.1], [0.4, 0.0, 0.1], [0.4, 0.0, -0.4], [0.0, -0.1, 0.1], [-0.1, -0.2, -0.1], [0.0, 0.2, -0.2], [0.0, 0.0, 0.2], [-0.4, -0.5, 0.9], [-1.2, -2.3, 0.7], [0.4, -0.1, -0.3], [0.2, -0.6, -0.1], [-0.4, 0.3, -0.4], [-0.4, 0.1, 0.1], [-0.1, -0.1, -0.2], [0.2, 0.0, -0.2], [0.0, 0.2, 0.1], [0.0, 0.9, 0.2], [-0.3, -0.5, 0.3], [0.3, 0.1, 0.2], [0.0, 0.0, -0.2], [-0.1, -0.1, -0.2], [0.2, 0.0, 0.1], [-0.2, 0.3, 0.1], [0.5, 0.4, -0.5], [-0.1, -0.5, 0.0], [-0.2, 0.0, 0.2], [0.7, 0.1, 0.2], [-0.1, -0.2, 0.5], [0.0, 0.0, -0.2], [0.3, 0.0, -0.1], [0.3, -0.2, 0.2], [-0.3, 0.4, 0.8], [0.5, -0.6, -1.5], [-1.1, 0.9, 2.1], [0.0, 0.2, -0.2], [0.1, -0.1, -0.3], [-0.2, -0.1, -0.1], [0.4, 0.1, -0.2], [0.0, -0.5, -0.1]], "mulliken_charge": [-0.3476, 1.2554, -0.6128, -0.3678, -0.5018, -0.3869, 0.1805, -0.6708, 0.1321, -0.1764, -0.1416, -0.3675, -0.4952, -0.5631, 0.5649, 0.9947, 0.3359, 0.4247, 0.3820, 0.3788, 0.4935, 0.5518, 0.4533, 0.4235, -0.6453, -1.2631, 0.3916, 0.3742, 0.4503, 0.2304, 0.1729, -0.6685, -1.3636, 0.2959, 0.5754, 0.4133, 0.0314, 0.3639, -0.6737, -1.3668, 0.3540, 0.5097, 0.4146, 0.2928, 0.3036, -0.0216, 0.7244, 0.0493, -1.2935, -0.2391, 0.4940, 0.2739, 0.2808, 0.4066, 0.4529, -1.2910, 0.4738, -0.6970, 0.3825, 0.3537, 0.2120, -0.4073, -1.0894, 0.3992, 0.4411, 0.3675, 0.2359, 0.3237, -1.3493, -0.0644, 0.2750, -0.4181, 0.3555, 0.3689, 0.3592, 0.2089, 0.2992]}



(2)
{"formula": "C28H43BrCsFKLiN5O11", "method": "ωB97M-V/def2-TZVPD", "homo_energy_ev": -6.7974, "gap_ev": 0.769, "spin_multiplicity": 1, "charge": 1, "elements": ["C", "C", "O", "O", "C", "C", "C", "C", "C", "C", "C", "N", "C", "C", "N", "C", "C", "C", "O", "N", "C", "C", "C", "C", "C", "C", "H", "H", "H", "H", "H", "H", "H", "H", "H", "H", "H", "H", "H", "H", "H", "H", "H", "H", "H", "H", "H", "H", "H", "H", "H", "C", "O", "C", "O", "O", "C", "H", "H", "H", "H", "H", "H", "Li", "C", "C", "C", "O", "C", "O", "O", "H", "H", "H", "H", "H", "H", "C", "O", "N", "N", "H", "H", "H", "H", "Br", "F", "O", "H", "H", "K", "Cs"], "coordinates": [[-4.6358, -1.3464, 8.2276], [-5.1243, -1.1536, 6.6475], [-6.0750, -2.0333, 6.2372], [-4.6135, -0.0939, 5.7440], [-3.3415, -0.5563, 5.1388], [-2.6594, 0.6621, 4.2503], [-2.8563, 0.4885, 2.6224], [-2.9000, 1.9850, 1.8776], [-1.6961, 2.1423, 0.7367], [-2.2465, 1.5277, -0.6843], [-3.5159, 2.3356, -1.3378], [-4.5218, 3.0992, -1.6496], [-1.0504, 1.3967, -1.8449], [-1.7563, 1.9866, -3.2402], [-2.0497, 2.2073, -4.5018], [0.3187, 2.2053, -1.4290], [1.4656, 2.2577, -2.5994], [1.4760, 0.9033, -3.5800], [1.4714, -0.2887, -2.9795], [1.4421, 1.1710, -5.0675], [1.5419, -0.0861, -5.9008], [2.6941, -1.2472, -5.7977], [2.7304, -2.6010, -6.7682], [1.5449, -2.7445, -7.9383], [0.3795, -1.5961, -8.1128], [0.3735, -0.2807, -7.0805], [-3.4623, -1.5302, 8.2850], [-4.8886, -0.4057, 8.8825], [-5.1669, -2.2966, 8.7142], [-2.6142, -0.7752, 6.0556], [-3.4784, -1.5124, 4.4750], [-3.0727, 1.7126, 4.6113], [-1.4889, 0.6595, 4.4684], [-1.9687, -0.1599, 2.1720], [-3.8457, -0.0978, 2.3945], [-2.7799, 2.8679, 2.6515], [-3.9730, 2.0723, 1.4188], [-0.7676, 1.5521, 1.1696], [-1.4386, 3.2784, 0.5495], [-2.6403, 0.4275, -0.4421], [-0.8733, 0.2246, -1.9540], [0.7821, 1.6634, -0.4779], [0.0457, 3.3225, -1.1126], [2.5128, 2.2977, -2.0414], [1.4190, 3.2410, -3.2719], [2.1065, 1.9175, -5.3671], [3.5350, -1.1296, -4.9673], [3.5764, -3.4164, -6.6170], [1.6294, -3.7096, -8.6356], [-0.4091, -1.7484, -8.9762], [-0.4800, 0.5107, -7.2617], [2.2136, -1.8432, 2.6976], [1.2010, -1.9258, 3.6986], [1.5748, -2.5976, 4.8168], [2.6650, -3.1108, 5.0143], [0.5254, -2.5995, 5.6770], [0.7761, -3.2767, 6.9070], [1.8060, -1.2859, 1.8497], [3.0876, -1.3034, 3.0761], [2.4948, -2.8424, 2.3496], [1.5925, -2.7943, 7.4538], [0.9999, -4.3332, 6.7273], [-0.1294, -3.2160, 7.5170], [-4.7810, -0.4624, 10.6460], [1.0887, 3.4407, 5.2412], [0.9995, 3.9778, 3.8266], [1.1383, 5.4695, 3.7493], [0.3906, 5.7909, 2.5916], [-0.5574, 4.8153, 2.4602], [-1.5112, 4.8784, 1.7046], [-0.2962, 3.7621, 3.2910], [1.0202, 2.3478, 5.2351], [2.0301, 3.7280, 5.7181], [0.2552, 3.8012, 5.8533], [1.7264, 3.4741, 3.1794], [2.1799, 5.7829, 3.6369], [0.6985, 5.9949, 4.6043], [3.2552, -5.7026, -9.8748], [2.1903, -5.1517, -9.6443], [3.3376, -6.9711, -10.3146], [4.4415, -5.0902, -9.7096], [4.2051, -7.4418, -10.5099], [2.4673, -7.4683, -10.4523], [4.4243, -4.1341, -9.3799], [5.3287, -5.5273, -9.8941], [-0.5147, 1.7809, 6.6638], [2.2803, -0.4428, -8.1528], [3.3993, 0.5425, -11.1887], [2.5861, 0.3175, -11.6654], [3.2711, 0.1534, -10.3106], [-1.0602, 1.7165, 9.0716], [-1.4550, -1.5597, 10.1472]], "forces_ev_per_a": [[0.4, -0.4, -0.3], [-4.8, -3.9, -2.7], [6.5, 6.1, 2.7], [-0.5, -3.4, 2.3], [2.1, 0.4, -0.1], [0.4, -0.2, -0.2], [0.0, 0.3, 0.1], [0.2, -0.2, 0.1], [-1.5, 0.4, 0.0], [-0.3, -0.8, -0.1], [-6.4, 5.6, -0.6], [9.2, -7.1, 2.7], [-1.4, 0.3, -0.3], [-0.3, 0.2, -9.3], [2.7, -1.9, 11.9], [-0.1, 0.1, 0.0], [0.7, 0.0, -0.7], [0.0, -3.0, 2.6], [-0.1, 6.6, -4.1], [1.1, -3.3, 1.9], [-0.2, -3.6, -2.1], [-2.6, 0.9, -1.1], [-3.9, 2.6, -1.4], [0.5, 1.9, 2.9], [3.8, -1.3, 2.5], [3.0, -1.6, 0.6], [-2.7, 0.6, -0.4], [0.5, -1.3, -2.1], [1.0, 2.0, -1.4], [-1.3, 0.3, -2.0], [0.0, 1.8, 1.4], [0.8, -2.3, -0.7], [-2.7, 0.0, -0.4], [-1.8, 1.3, 1.0], [1.8, 1.2, 0.5], [-0.2, -2.0, -1.5], [2.2, 0.1, 0.6], [-1.8, 1.1, -1.3], [-0.6, -2.7, 0.6], [0.7, 2.4, -0.8], [-0.1, 2.8, -0.3], [-1.1, 1.1, -2.2], [0.6, -2.5, -0.8], [-2.2, -0.3, -1.3], [-0.2, -2.2, 1.5], [-0.9, -0.8, 0.4], [-2.1, -0.2, -1.9], [-2.1, 1.9, -0.4], [-0.4, 2.2, 1.5], [1.7, 0.6, 2.0], [2.0, -1.5, 0.6], [0.4, 0.0, -0.5], [0.0, -0.6, 1.2], [0.8, -0.1, -0.4], [-1.7, 0.8, -0.2], [0.4, 0.0, -0.4], [0.2, -0.1, 0.1], [-0.2, -0.1, 0.3], [-0.1, -0.2, 0.0], [0.1, 0.2, 0.2], [0.0, -0.2, -0.2], [0.1, 0.2, 0.1], [-0.1, 0.1, -0.4], [-0.2, 0.1, 0.7], [0.6, 0.3, -1.0], [0.9, -0.3, 1.3], [0.8, 0.4, 0.2], [-0.9, -0.5, -0.5], [-1.5, 0.3, -1.1], [2.0, 0.3, 1.7], [-0.6, 0.8, -1.0], [0.5, 0.8, -0.4], [0.0, 0.1, -0.2], [0.5, 0.3, -0.5], [0.0, 0.1, -0.1], [-0.2, 0.0, -0.1], [0.0, -0.2, 0.0], [0.0, -0.1, -0.1], [-0.4, 0.0, 0.0], [-0.5, -1.1, -0.3], [0.8, 1.0, 0.4], [-0.2, 0.1, 0.0], [0.4, 0.2, 0.0], [0.1, -0.3, -0.2], [-0.2, 0.1, 0.0], [-0.9, -1.9, -1.4], [-0.1, 1.1, -1.5], [-0.3, -0.3, 0.0], [0.3, 0.1, 0.2], [-0.1, 0.1, 0.0], [-0.8, 0.7, 3.5], [0.6, -0.7, 0.3]], "mulliken_charge": [-0.1643, 0.3911, -0.5121, -0.2747, -0.1104, -0.2657, -0.6080, -0.5079, -0.3648, 0.2184, -0.0909, -0.5191, 0.0955, 0.0682, -0.5463, -0.2944, -0.6511, 0.4619, -0.5823, -0.2527, 0.3466, -0.1503, -0.3399, -0.2899, -0.3276, -0.2289, -0.1281, 0.0130, 0.3434, 0.0534, 0.2989, 0.3460, -0.1303, 0.2276, 0.3851, 0.2248, 0.3209, 0.1086, 0.3621, 0.2680, 0.3681, 0.2151, 0.1892, 0.3692, 0.3112, 0.3537, 0.2555, 0.3190, 0.5982, 0.3425, 0.3392, -0.6009, -0.2178, 0.6534, -0.5467, -0.1678, -0.5864, 0.1310, 0.3166, 0.3106, 0.3244, 0.3306, 0.0328, 0.3298, -1.5528, 0.6607, -0.5934, -0.3407, 0.4967, -0.5912, -0.0956, 0.2162, 0.3540, 0.3347, 0.2287, 0.3311, 0.3270, 0.6905, -0.7260, -0.4291, -0.3608, 0.1610, 0.2241, 0.2065, 0.1778, -0.5382, -0.4964, -0.6706, 0.3103, 0.3307, 0.6261, 0.5548]}



(3)
{"formula": "C28H43BrN2P2Pt", "method": "ωB97M-V/def2-TZVPD", "homo_energy_ev": [-17.9418, -20.5557], "gap_ev": [5.373, 5.252], "spin_multiplicity": 5, "s_squared": 6.05, "charge": 4, "relative_energy_kj_mol": 360.13, "elements": ["C", "C", "C", "C", "N", "C", "C", "C", "C", "C", "C", "C", "C", "C", "Pt", "P", "H", "H", "H", "H", "H", "H", "H", "H", "C", "C", "H", "H", "H", "H", "H", "C", "C", "H", "H", "H", "H", "H", "C", "C", "H", "H", "H", "H", "H", "Br", "P", "C", "C", "H", "H", "H", "H", "H", "C", "C", "H", "H", "H", "H", "H", "C", "C", "H", "H", "H", "H", "H", "C", "C", "C", "N", "H", "H", "H", "H", "H"], "coordinates": [[2.9125, 4.8960, -0.4407], [1.8017, 4.1974, -0.9528], [1.7623, 3.9219, -2.3466], [2.8913, 4.2262, -3.1122], [3.9691, 4.8060, -2.5960], [3.9806, 5.1586, -1.3189], [0.7473, 3.7041, -0.1334], [-0.2369, 3.2724, 0.4366], [-1.4029, 2.6612, 1.0024], [-1.3820, 1.3919, 1.7196], [-2.5477, 0.5567, 1.6607], [-3.6489, 1.1302, 1.0139], [-3.8146, 2.5036, 0.9269], [-2.6590, 3.2829, 0.8837], [-1.0275, -0.9086, 0.8647], [1.2224, -0.6746, 0.2589], [0.8922, 3.4211, -2.7917], [2.9849, 5.1763, 0.6152], [2.8896, 3.9659, -4.1664], [4.8696, 5.6649, -0.9419], [-2.6763, 4.3556, 0.7426], [-0.6284, 1.2779, 2.5334], [-4.8006, 2.9572, 0.8447], [-2.6746, -0.4426, 2.1072], [1.9737, -2.3305, 0.5014], [3.2835, -2.6584, -0.2178], [1.2001, -3.0532, 0.1926], [2.0891, -2.4516, 1.5926], [3.5322, -3.7030, 0.0105], [3.1964, -2.5768, -1.3094], [4.1230, -2.0392, 0.1263], [1.4963, -0.0933, -1.4624], [2.9055, 0.3452, -1.8653], [0.8052, 0.7580, -1.5789], [1.1402, -0.9006, -2.1203], [2.9531, 0.3789, -2.9610], [3.1317, 1.3578, -1.5067], [3.6913, -0.3400, -1.5249], [2.1121, 0.6297, 1.2449], [3.6122, 0.4563, 1.3937], [1.5928, 0.6528, 2.2104], [1.8652, 1.5779, 0.7403], [3.9754, 1.2408, 2.0632], [3.9024, -0.5044, 1.8276], [4.1428, 0.5841, 0.4451], [-5.0948, -0.0596, 0.4944], [-1.8799, -1.8978, -1.0225], [-0.7765, -2.7032, -2.2144], [-1.3709, -3.9694, -2.8142], [0.1810, -2.9002, -1.7108], [-0.5692, -1.9707, -3.0085], [-0.6147, -4.4761, -3.4232], [-1.7081, -4.6735, -2.0458], [-2.2187, -3.7435, -3.4725], [-2.9421, -3.1462, -0.1738], [-4.2955, -3.3634, -0.8160], [-3.0439, -2.7955, 0.8675], [-2.3548, -4.0761, -0.1259], [-4.9071, -3.9913, -0.1604], [-4.8408, -2.4237, -0.9527], [-4.2203, -3.8753, -1.7803], [-2.8264, -0.6893, -2.0095], [-3.3220, -1.2163, -3.3477], [-2.1425, 0.1670, -2.1334], [-3.6652, -0.3213, -1.3815], [-3.9221, -0.4374, -3.8281], [-2.4884, -1.4570, -4.0166], [-3.9582, -2.1039, -3.2375], [0.9173, 0.2961, 6.0823], [-0.0984, -0.4545, 5.2002], [0.1628, -0.8221, 3.7971], [-0.1904, -1.0590, 2.6962], [1.9629, 0.0033, 5.9839], [0.6274, 0.1118, 7.1255], [0.8375, 1.3806, 5.9431], [-0.3960, -1.3691, 5.7245], [-0.9903, 0.2042, 5.1487]], "forces_ev_per_a": [[-0.2, -0.7, -0.6], [1.0, 0.3, -0.9], [0.5, 0.1, 1.0], [0.1, -0.3, -1.7], [-3.4, -0.7, 2.5], [1.6, 0.9, 0.4], [-1.0, 0.1, 0.3], [-0.3, -0.5, 0.5], [0.4, 0.5, -0.2], [0.2, -1.4, 0.9], [1.8, 0.7, -0.4], [-3.1, -1.9, -0.4], [0.3, 1.3, -0.3], [-0.3, -0.2, 0.0], [1.1, -0.6, -1.7], [1.8, 1.2, -0.8], [0.6, 0.3, 0.0], [0.2, 0.0, -0.5], [0.1, 0.1, -0.1], [0.0, 0.0, -0.1], [-0.3, 0.0, -0.3], [-0.6, 0.1, -0.9], [0.2, -0.1, -0.3], [-0.3, 0.7, 0.7], [-0.4, -0.1, 0.4], [0.3, 0.0, -0.2], [0.2, 0.1, 0.2], [-0.1, 0.0, -0.3], [0.0, 0.3, -0.1], [0.0, 0.0, 0.3], [-0.3, -0.2, -0.1], [-0.5, -0.3, -0.1], [0.3, 0.0, -0.2], [0.0, -0.3, -0.1], [0.1, 0.3, 0.1], [0.0, 0.0, 0.2], [0.0, -0.3, 0.1], [-0.3, 0.3, -0.1], [-0.9, -0.4, -0.2], [0.5, 0.2, 0.1], [0.4, 0.1, -0.1], [0.1, -0.4, 0.1], [0.1, -0.1, 0.0], [-0.1, 0.1, 0.0], [-0.1, -0.1, 0.2], [1.2, 1.7, 1.2], [-1.2, 0.6, -0.1], [0.7, 0.2, 0.1], [-0.2, -0.4, -0.3], [-0.2, -0.2, -0.2], [0.0, -0.1, 0.2], [-0.1, 0.1, 0.1], [0.1, 0.1, -0.2], [0.2, -0.1, 0.2], [0.4, 0.1, 0.0], [-0.6, -0.3, -0.1], [-0.1, -0.2, -0.3], [-0.2, 0.2, 0.1], [0.1, 0.0, -0.1], [0.1, -0.2, -0.1], [0.0, 0.1, 0.2], [-0.3, 0.0, 0.4], [-0.3, 0.1, -0.3], [-0.1, -0.2, -0.1], [0.7, -0.3, -0.6], [0.1, -0.2, 0.0], [-0.2, 0.0, 0.1], [0.2, 0.3, -0.1], [0.1, 0.4, 0.3], [0.4, 0.3, 0.9], [-2.5, -0.3, -2.2], [2.1, 0.2, 5.0], [-0.2, -0.2, -0.2], [0.1, 0.0, -0.3], [0.1, -0.3, -0.1], [0.0, -0.1, -0.3], [0.2, -0.6, -0.2]], "lowdin_spin": [0.0607, 0.0078, 0.0597, 0.0795, 0.7268, 0.0780, 0.1542, 0.0156, 0.2297, 0.1967, 0.1435, 0.1846, 0.1108, 0.0333, 0.9024, 0.2059, 0.0057, 0.0059, 0.0160, 0.0175, -0.0009, 0.0127, 0.0020, 0.0236, 0.0395, 0.0152, 0.0075, -0.0003, 0.0027, 0.0004, 0.0005, 0.0254, 0.0108, 0.0029, -0.0001, 0.0018, 0.0001, 0.0001, 0.0289, 0.0108, 0.0021, 0.0001, 0.0023, 0.0002, 0.0001, 0.1916, 0.1169, 0.0209, 0.0071, 0.0020, 0.0003, 0.0019, 0.0006, 0.0000, 0.0617, 0.0157, 0.0192, 0.0014, 0.0018, 0.0012, 0.0008, 0.0069, 0.0014, 0.0009, 0.0038, -0.0001, 0.0002, 0.0001, 0.0014, 0.0071, 0.0422, 0.0656, 0.0001, 0.0000, 0.0001, 0.0023, 0.0021]}